{
  "formula": "C60H105N15",
  "method": "wB97M-V/def2-TZVPD",
  "max_force_ev_per_a": 4.437,
  "e_lumo_ev": 0.47,
  "total_energy_ev": -86270.2411,
  "de_lowest_kj_mol": 388.7,
  "species": ["N", "N", "N", "N", "N", "N", "N", "N", "N", "N", "N", "N", "N", "N", "N", "C", "C", "C", "C", "C", "C", "C", "C", "C", "C", "C", "C", "C", "C", "C", "C", "C", "C", "C", "C", "C", "C", "C", "C", "C", "C", "C", "C", "C", "C", "C", "C", "C", "C", "C", "C", "C", "C", "C", "C", "C", "C", "C", "C", "C", "C", "C", "C", "C", "C", "C", "C", "C", "C", "C", "C", "C", "C", "C", "C", "H", "H", "H", "H", "H", "H", "H", "H", "H", "H", "H", "H", "H", "H", "H", "H", "H", "H", "H", "H", "H", "H", "H", "H", "H", "H", "H", "H", "H", "H", "H", "H", "H", "H", "H", "H", "H", "H", "H", "H", "H", "H", "H", "H", "H", "H", "H", "H", "H", "H", "H", "H", "H", "H", "H", "H", "H", "H", "H", "H", "H", "H", "H", "H", "H", "H", "H", "H", "H", "H", "H", "H", "H", "H", "H", "H", "H", "H", "H", "H", "H", "H", "H", "H", "H", "H", "H", "H", "H", "H", "H", "H", "H", "H", "H", "H", "H", "H", "H", "H", "H", "H", "H", "H", "H"],
  "xyz": [[-5.045, -2.879, 1.401], [3.910, -4.393, 5.644], [-0.067, 5.857, 4.145], [-5.321, 2.778, 0.227], [2.610, -4.776, -5.078], [3.140, -0.898, 2.983], [-3.621, -3.021, -4.185], [-0.229, -3.204, 0.555], [-1.455, 2.873, 1.469], [-0.932, 2.898, -3.643], [-1.392, -6.040, 4.240], [1.697, 4.569, -2.609], [4.100, -0.422, -4.531], [-3.333, -0.268, -1.271], [4.424, 3.746, 2.137], [-3.530, 4.938, -1.655], [-4.459, -3.520, 0.652], [1.411, 4.600, -1.496], [-5.917, -0.820, -3.590], [-2.128, 0.598, -4.090], [3.276, -4.707, -4.165], [-4.938, -6.428, 0.111], [-5.948, -0.392, -1.067], [4.581, 3.019, -0.382], [2.809, 1.782, -4.706], [-4.889, 5.541, -2.042], [-3.467, 5.128, 4.102], [2.698, -4.026, 2.102], [3.829, -1.012, 3.879], [1.801, -5.197, 4.255], [-3.472, 3.458, -1.519], [-3.647, -4.245, -0.312], [3.335, -2.531, -1.752], [1.054, 4.759, -0.070], [2.979, -4.793, 5.093], [6.107, -0.322, 4.512], [4.093, -4.762, -2.925], [-4.471, -0.272, -1.117], [-0.151, -2.094, 0.788], [3.673, 0.641, -4.654], [4.828, -1.002, 4.957], [0.811, 5.386, 4.713], [-2.785, 0.531, -5.441], [-4.476, 3.008, -0.527], [1.981, 4.769, 5.287], [-1.064, -3.611, -4.483], [0.006, 5.816, 0.066], [-0.329, -3.701, -3.147], [1.088, 2.497, 4.655], [0.037, -0.637, 0.946], [-4.347, -5.461, -0.879], [-2.273, -5.291, 4.326], [-6.374, -1.273, -2.240], [-3.299, -4.248, 4.446], [4.520, 1.495, -0.648], [-1.774, 0.724, -6.637], [-0.902, -4.817, -2.238], [1.601, -4.199, 3.114], [0.448, 7.165, -0.421], [-1.427, 1.869, -3.811], [-2.491, -3.256, -4.316], [-2.534, -2.901, 4.749], [0.683, -0.240, -1.406], [2.270, 3.425, 4.654], [3.461, 3.082, -5.094], [4.495, 3.401, 1.039], [-2.373, 2.849, 2.181], [1.142, -0.008, 0.026], [-3.475, 2.746, 3.118], [4.575, 3.544, -4.174], [-1.633, -2.529, 3.586], [4.464, -3.439, -2.207], [-3.310, 3.651, 4.375], [6.957, -1.144, 3.677], [5.634, 0.622, -0.126], [6.462, -1.376, 2.675], [4.124, 3.923, -3.275], [3.017, -1.811, -2.570], [1.269, 1.022, 0.315], [4.459, 1.368, -1.766], [7.145, -2.127, 4.120], [0.528, 2.415, 5.546], [2.025, 5.054, 0.343], [2.718, 3.563, 3.581], [2.705, -3.076, 1.680], [1.381, 0.215, -2.137], [-0.908, 5.535, -0.472], [-1.138, -3.424, 3.138], [2.379, 1.864, -3.702], [-0.906, -4.485, -5.109], [-0.378, 0.111, -1.560], [-0.846, -0.053, 0.788], [3.716, 3.036, -6.152], [-0.398, 7.836, -0.368], [0.666, -4.029, -3.481], [-0.943, 0.035, -6.484], [-5.260, 6.090, -1.179], [2.821, 5.450, 5.253], [-0.848, -1.881, 3.987], [3.549, -5.342, -2.186], [-7.480, -1.288, -2.178], [-4.545, 5.253, 3.846], [-2.679, -4.545, 0.140], [3.645, -4.089, 2.638], [1.807, 4.776, 6.383], [-2.824, 0.462, -3.318], [-4.187, -6.972, 0.667], [-5.936, 0.311, -3.748], [-4.344, 3.021, 2.509], [6.550, 0.980, -0.577], [3.539, 1.089, -0.272], [4.968, -3.843, -1.314], [5.118, -2.919, -2.917], [-3.575, 1.737, 3.491], [1.374, 1.478, 4.336], [5.820, 0.673, 0.982], [3.030, 3.024, 5.352], [-3.211, 5.721, 4.924], [5.091, 4.308, -4.630], [-3.794, -4.205, 3.502], [0.365, -0.503, 1.994], [1.969, -0.562, 0.381], [-3.277, -0.454, -5.383], [-2.415, 3.307, 4.984], [-2.798, 5.567, 3.339], [5.361, -0.465, -0.364], [-3.483, -3.539, -1.064], [1.940, 1.548, -5.310], [0.914, -5.300, 4.914], [0.744, 3.772, 0.347], [5.030, -5.272, -3.271], [-1.361, -0.173, -3.911], [5.606, 3.257, -0.719], [-4.130, 3.463, 5.086], [3.791, 3.587, -0.925], [0.695, -4.466, 2.607], [-5.569, -5.995, 0.863], [7.930, -0.714, 3.376], [-5.185, -5.159, -1.535], [-0.365, -2.745, -2.697], [2.631, -4.807, 1.347], [5.248, 2.725, -3.889], [-2.193, -2.111, 2.754], [-3.649, 1.252, -5.532], [-3.288, -2.112, 4.871], [0.724, -1.332, -1.515], [1.225, 7.573, 0.239], [5.076, -1.988, 5.312], [5.798, 0.670, 4.070], [2.518, -3.088, -1.366], [-1.970, -3.010, 5.575], [-1.917, -4.687, -2.156], [-6.243, -0.858, -0.117], [-3.687, 3.098, -2.518], [6.636, -0.037, 5.415], [0.405, 2.798, 3.840], [-6.027, -2.260, -2.022], [-3.604, -5.926, -1.547], [2.035, -6.180, 3.774], [-4.803, -1.074, -3.578], [-0.702, -5.807, -2.644], [0.868, 7.125, -1.466], [-3.321, 5.467, -0.721], [-6.388, -1.386, -4.373], [-2.487, 3.137, -1.186], [-5.558, 4.733, -2.313], [-0.619, -2.771, -5.036], [-0.192, 5.882, 1.188], [-3.908, -4.513, 5.321], [3.645, -1.840, -0.985], [-2.169, 0.434, -7.630], [-5.603, -7.194, -0.383], [-6.361, 0.637, -1.179], [-1.277, 1.693, -6.587], [-0.517, -4.843, -1.192], [-2.741, 5.274, -2.371], [2.649, 3.849, -5.093], [4.389, -0.450, 5.829], [-4.767, 6.191, -2.855], [1.428, -3.289, 3.649]]
}